Entry 1:
C10H16Cl3O6PS | ωB97M-V/def2-TZVPD

Each line ends with the natural charge from an NBO analysis.
Cartesian coordinates (Å):
O 0.69356 0.07913 -2.43988  -0.728
H -4.06631 -0.71561 -2.02099  0.501
C 2.91609 -0.08263 -1.70631  -0.529
H -0.10430 2.38414 3.07509  0.219
O -1.32023 0.73529 -3.53985  -0.905
O -2.56613 -2.25289 -0.47457  -1.012
P -3.18861 -0.79849 0.02112  1.343
H 1.44362 -1.62658 -1.54673  0.188
H 3.02569 0.97154 -1.45316  0.238
Cl -2.17034 -0.65308 3.09917  -0.049
H 1.07497 0.90037 0.11700  0.214
H -0.44701 -1.74159 0.01317  0.248
C -1.61645 1.30378 1.12523  -0.239
H 1.80257 -0.72827 2.01196  0.213
H 2.45044 -1.74666 0.71712  0.211
C 1.07829 -0.18841 0.02630  -0.253
H -2.48609 1.64282 3.03580  0.243
H -0.57504 1.38861 4.44009  0.231
C 3.32663 -0.28315 -3.14889  0.564
H -3.20017 -2.76409 -0.98669  0.499
O -3.70000 -0.10172 -1.37721  -1.002
O 3.89450 -1.24364 -3.55827  -0.497
S -0.92958 -0.07531 -2.41840  1.780
C -0.40400 1.37625 3.36539  -0.620
Cl 2.96547 1.06708 -4.22194  -0.047
C -1.49165 0.14000 0.13646  -0.019
C -1.69355 1.01370 2.64605  -0.204
Cl -3.00090 2.34205 0.66359  -0.026
H 3.61018 -0.69480 -1.13658  0.245
H -0.73485 1.92183 0.96478  0.236
H 3.06090 -0.12198 0.94960  0.215
O -1.17179 0.84292 -1.09873  -0.740
H -0.22692 -0.93083 1.53257  0.241
C -0.28717 -0.76212 0.46243  -0.482
C 1.48432 -0.53965 -1.40850  0.117
C 2.15714 -0.72885 0.98401  -0.605
H 0.39673 0.67082 3.14974  0.210

Properties
HOMO energy (eV): -8.90
Spin multiplicity: 1
E (eV): -80606.3105
Molar mass (g mol⁻¹): 401.63


Entry 2:
C10H16ClNO9S2Sn | ωB97M-V/def2-TZVPD

Each line ends with the natural charge from an NBO analysis.
Cartesian coordinates (Å):
H 3.10432 -0.77756 0.26670  0.242
H -0.99391 3.45208 -3.95808  0.221
C 2.19786 -1.80754 1.88665  0.731
N 2.30406 -2.81788 2.74675  -0.761
C -1.73067 5.27992 -1.20229  -0.199
H 1.66791 2.65529 0.29627  0.240
H 3.00652 -3.51986 2.57631  0.416
H -1.58905 4.57777 0.82166  0.222
H 1.42631 1.84287 1.87779  0.251
H 1.44681 -3.13656 3.17400  0.423
H 3.67136 -2.45017 0.48730  0.264
C 3.37278 -1.53447 0.99762  -0.725
C -1.56397 4.95996 -2.54342  -0.195
O -4.87841 -0.31456 0.35065  -0.793
H 0.85681 3.52121 1.64443  0.239
C 1.01833 2.55716 1.16448  -0.815
S 0.87096 -4.22805 0.03875  2.398
O 0.84758 -3.03836 -0.85887  -1.064
H 0.71448 -5.81721 -1.67063  0.247
O -0.17291 0.64606 -0.10872  -1.071
C 0.07331 -5.52629 -0.84228  -0.892
H -1.81148 5.68765 -3.30478  0.220
C -0.94060 3.10812 -0.61185  -0.157
H -0.44559 1.77219 -2.20340  0.246
C -1.09985 3.70662 -2.91201  -0.194
Sn -0.65244 -1.53420 0.38416  1.603
O -2.73570 -0.25478 1.36984  -0.901
C -0.78434 2.76444 -1.94264  -0.225
S -0.56139 1.90851 0.64291  1.311
O -2.95973 -1.04826 -0.83450  -0.883
H -0.88730 -5.17183 -1.20691  0.245
H -0.06338 -6.35885 -0.15669  0.247
C -1.42748 4.34691 -0.22433  -0.241
O 0.01950 -3.92311 1.20714  -1.051
O 2.20327 -4.67533 0.36521  -0.991
O 1.16190 -1.11232 1.83593  -0.761
H 4.20956 -1.17704 1.59998  0.239
H -2.11499 6.25021 -0.91813  0.221
O -3.26190 1.25885 -0.35954  -0.846
Cl -3.49853 -0.07157 0.12455  2.539

Properties
HOMO energy (eV): -9.28
Spin multiplicity: 1
ΔE to the lowest compared entry with this formula, charge and spin (kcal/mol): 13.40
E (eV): -70565.4104
Molar mass (g mol⁻¹): 512.53


Entry 3:
C10H16F2N3O2S | ωB97M-V/def2-TZVPD

Each line ends with the natural charge from an NBO analysis.
Cartesian coordinates (Å):
H 1.48353 -1.77766 2.67733  0.454
N 1.04165 -2.04289 1.79134  -0.680
C -3.42874 -0.15027 -4.28116  -0.196
H -1.95873 1.88449 -2.00805  0.207
H 2.10876 1.04808 0.20170  0.236
H 1.60098 -2.80275 1.39892  0.439
F 2.96550 2.81750 1.89036  -0.342
N 1.33567 -1.32332 -0.38158  -0.932
C 2.26641 1.66133 2.24904  0.182
S -0.49958 0.22896 2.60394  2.508
O 0.19441 -0.25242 3.74146  -0.888
C -1.99296 -0.26042 -1.91022  -0.179
H -3.24313 1.98133 -4.11592  0.224
H -3.99297 -0.10664 -5.20403  0.225
C -3.12569 -1.37945 -3.71165  -0.203
H -2.17802 -2.39507 -2.07618  0.204
N 0.43121 0.18411 1.17200  -0.630
H 1.70426 1.92650 3.15675  0.200
H 2.26130 -1.04763 -0.68153  0.441
C 3.34708 0.60846 2.59313  -0.655
H 4.01696 1.10194 3.31716  0.270
H 3.92618 0.31712 1.70324  0.219
H 0.73945 -1.80430 -1.04574  0.463
C -3.00863 1.02358 -3.66906  -0.206
O -1.74118 -0.34866 2.31225  -0.838
H -3.44843 -2.29399 -4.19273  0.223
H 0.84256 2.17856 0.61083  0.265
C -2.28830 0.96886 -2.48427  -0.221
H 2.85639 -0.22939 3.11542  0.197
C 1.40521 1.31825 1.01018  -0.263
H -1.43577 -0.30283 -0.97994  0.166
C -2.40980 -1.43496 -2.52367  -0.243
C 0.95136 -1.07007 0.90713  0.792
F -0.72692 1.77366 2.81356  -0.436

Properties
HOMO energy (eV): -11.85
Spin multiplicity: 1
E (eV): -35456.5092
Charge: +1
Molar mass (g mol⁻¹): 280.32


| no. | HOMO-LUMO gap (eV) |
| --- | --- |
| 1 | 9.099 |
| 2 | 9.542 |
| 3 | 6.225 |